{
  "formula": "C30H52NO23P5",
  "method": "wB97M-V/def2-TZVPD",
  "fmax_ev_per_a": 2.19,
  "gap_ev": 9.0,
  "multiplicity": 1,
  "charge": 0,
  "elements": ["O", "C", "N", "C", "C", "C", "C", "C", "C", "C", "O", "C", "C", "C", "C", "C", "C", "C", "O", "H", "H", "H", "H", "H", "H", "H", "C", "O", "P", "O", "O", "C", "O", "C", "H", "H", "H", "H", "H", "H", "H", "H", "H", "C", "O", "P", "O", "O", "C", "O", "C", "H", "H", "H", "H", "H", "H", "H", "H", "H", "C", "O", "P", "O", "O", "C", "O", "C", "H", "H", "H", "H", "H", "H", "H", "H", "H", "C", "O", "P", "O", "O", "C", "O", "C", "H", "H", "H", "H", "H", "H", "H", "H", "H", "C", "O", "P", "O", "O", "C", "O", "C", "H", "H", "H", "H", "H", "H", "H", "H", "H"],
  "xyz": [[3.64, -3.80, 6.47], [3.83, -3.74, 5.33], [3.76, -3.82, 4.10], [3.52, -2.55, 3.45], [4.60, -1.94, 2.79], [4.41, -0.75, 2.12], [3.18, -0.10, 2.09], [2.11, -0.70, 2.74], [2.29, -1.91, 3.41], [1.05, -2.50, 4.06], [1.04, -3.02, 5.15], [-0.20, -2.33, 3.22], [-1.10, -3.37, 3.11], [-2.22, -3.17, 2.29], [-2.40, -1.96, 1.64], [-1.49, -0.91, 1.74], [-0.38, -1.11, 2.54], [0.72, -0.10, 2.73], [0.52, 1.08, 2.89], [5.60, -2.38, 2.79], [5.23, -0.28, 1.59], [3.03, 0.82, 1.54], [-0.95, -4.31, 3.64], [-2.94, -3.97, 2.20], [-3.27, -1.81, 1.00], [-1.61, 0.03, 1.22], [-6.24, 4.22, 1.81], [-6.10, 2.80, 1.75], [-5.03, 2.15, 0.76], [-4.67, 0.78, 1.11], [-3.84, 3.19, 0.70], [-2.93, 3.20, 1.81], [-5.68, 2.34, -0.68], [-6.51, 1.27, -1.15], [-7.27, 4.45, 2.06], [-5.59, 4.62, 2.58], [-6.00, 4.69, 0.85], [-3.37, 2.74, 2.70], [-2.67, 4.23, 2.04], [-2.02, 2.66, 1.54], [-6.96, 1.58, -2.09], [-7.29, 1.04, -0.43], [-5.90, 0.38, -1.33], [0.73, -7.80, -0.76], [1.44, -6.59, -0.50], [2.80, -6.64, 0.33], [3.64, -5.45, 0.14], [3.47, -8.02, -0.06], [4.14, -8.09, -1.33], [2.33, -6.90, 1.81], [2.08, -5.70, 2.58], [-0.33, -7.56, -0.82], [1.05, -8.21, -1.72], [0.89, -8.54, 0.02], [3.80, -7.30, -2.00], [3.92, -9.05, -1.77], [5.21, -8.00, -1.17], [1.65, -5.99, 3.54], [1.38, -5.06, 2.05], [3.01, -5.17, 2.75], [-3.57, 4.44, -2.98], [-3.22, 4.92, -4.29], [-3.17, 3.86, -5.48], [-3.22, 4.46, -6.81], [-4.32, 2.82, -5.14], [-5.66, 3.21, -5.44], [-1.88, 3.00, -5.15], [-0.64, 3.42, -5.73], [-3.07, 5.06, -2.24], [-4.65, 4.53, -2.84], [-3.27, 3.41, -2.85], [-5.75, 4.30, -5.53], [-6.30, 2.87, -4.63], [-5.97, 2.74, -6.37], [0.15, 2.80, -5.31], [-0.44, 4.47, -5.48], [-0.67, 3.30, -6.81], [3.02, -0.81, -2.62], [1.84, -0.97, -1.83], [0.67, -1.93, -2.34], [-0.24, -2.34, -1.28], [1.41, -3.10, -3.11], [2.01, -4.10, -2.26], [-0.01, -1.13, -3.53], [-1.11, -0.29, -3.14], [3.41, 0.19, -2.46], [3.76, -1.53, -2.30], [2.81, -0.94, -3.69], [2.16, -3.70, -1.25], [2.97, -4.38, -2.68], [1.36, -4.96, -2.21], [-1.43, 0.30, -3.99], [-0.80, 0.38, -2.34], [-1.94, -0.91, -2.80], [4.43, 4.47, 0.72], [3.02, 4.58, 0.87], [2.41, 5.35, 2.13], [1.02, 5.77, 1.92], [3.44, 6.51, 2.43], [3.40, 7.66, 1.58], [2.66, 4.38, 3.34], [1.61, 3.43, 3.64], [4.66, 3.54, 0.20], [4.80, 5.31, 0.12], [4.94, 4.47, 1.69], [2.91, 7.45, 0.63], [4.42, 7.98, 1.39], [2.87, 8.46, 2.09], [1.97, 2.76, 4.42], [1.36, 2.86, 2.77], [0.73, 3.96, 4.01]]
}

{
  "formula": "C30H53Cl2N7",
  "method": "wB97M-V/def2-TZVPD",
  "de_lowest_kcal_mol": 44.84,
  "fmax_ev_per_a": 6.06,
  "gap_ev": 11.2,
  "multiplicity": 1,
  "charge": 0,
  "elements": ["C", "C", "C", "C", "N", "H", "H", "H", "H", "H", "H", "H", "C", "C", "C", "C", "N", "H", "H", "H", "H", "H", "H", "H", "C", "C", "C", "C", "N", "H", "H", "H", "H", "H", "H", "H", "C", "C", "C", "C", "N", "H", "H", "H", "H", "H", "H", "H", "C", "C", "C", "C", "N", "H", "H", "H", "H", "H", "H", "H", "C", "C", "C", "C", "N", "H", "H", "H", "H", "H", "H", "H", "C", "C", "C", "C", "N", "H", "H", "H", "H", "H", "H", "H", "Cl", "C", "C", "Cl", "H", "H", "H", "H"],
  "xyz": [[3.75, -6.13, 0.83], [3.14, -7.43, 0.29], [1.58, -7.31, 0.40], [1.04, -6.53, 1.55], [0.61, -5.90, 2.45], [3.41, -5.77, 1.80], [3.55, -5.28, 0.18], [4.83, -6.17, 0.96], [3.67, -8.26, 0.75], [3.42, -7.43, -0.76], [1.04, -8.26, 0.44], [1.28, -6.88, -0.55], [5.88, 0.52, -4.57], [6.66, -0.78, -4.59], [6.05, -1.90, -5.42], [4.65, -2.18, -5.15], [3.51, -2.35, -4.97], [4.95, 0.37, -4.02], [5.81, 0.93, -5.58], [6.42, 1.26, -3.99], [6.76, -1.18, -3.58], [7.66, -0.52, -4.94], [6.48, -2.88, -5.21], [6.18, -1.67, -6.48], [2.34, 6.85, -8.36], [1.52, 8.01, -7.72], [1.74, 8.21, -6.18], [2.99, 8.88, -5.92], [3.94, 9.40, -5.69], [1.96, 5.91, -7.98], [3.40, 6.76, -8.09], [2.17, 6.80, -9.44], [0.44, 7.91, -7.80], [1.74, 8.98, -8.18], [1.65, 7.31, -5.57], [0.91, 8.86, -5.90], [-1.43, 7.24, 3.00], [-0.45, 8.33, 3.32], [0.36, 8.72, 2.02], [1.14, 7.58, 1.48], [1.77, 6.70, 1.01], [-2.01, 7.40, 2.09], [-2.09, 7.05, 3.84], [-0.90, 6.32, 2.78], [0.17, 7.99, 4.15], [-0.97, 9.22, 3.67], [0.97, 9.59, 2.24], [-0.42, 8.98, 1.30], [-3.21, 0.28, -0.01], [-2.03, 0.01, -0.92], [-2.18, 0.68, -2.33], [-3.37, 0.13, -2.97], [-4.29, -0.29, -3.49], [-3.00, -0.29, 0.89], [-4.18, -0.13, -0.29], [-3.37, 1.34, 0.16], [-1.88, -1.04, -1.15], [-1.15, 0.36, -0.39], [-1.41, 0.34, -3.02], [-2.28, 1.76, -2.26], [3.10, 1.20, 5.73], [3.18, -0.36, 5.93], [2.92, -0.83, 7.37], [4.04, -0.63, 8.28], [4.91, -0.42, 9.01], [3.99, 1.60, 6.23], [2.19, 1.66, 6.11], [3.11, 1.40, 4.66], [4.20, -0.63, 5.64], [2.49, -0.82, 5.22], [2.63, -1.89, 7.36], [2.01, -0.35, 7.71], [-6.84, -7.56, -3.43], [-6.50, -6.41, -2.32], [-7.75, -5.58, -1.84], [-8.79, -6.35, -1.17], [-9.51, -6.98, -0.59], [-7.34, -7.22, -4.34], [-7.56, -8.21, -2.93], [-5.93, -8.14, -3.63], [-5.70, -5.83, -2.78], [-6.13, -6.84, -1.39], [-8.24, -5.01, -2.63], [-7.40, -4.88, -1.07], [-6.74, -1.32, 8.13], [-5.16, -1.92, 8.67], [-5.16, -3.48, 8.92], [-5.99, -3.85, 10.46], [-4.82, -1.27, 9.47], [-4.39, -1.70, 7.93], [-4.14, -3.81, 9.08], [-5.55, -3.99, 8.04]]
}

{
  "formula": "C30H53ClNO7",
  "method": "wB97M-V/def2-TZVPD",
  "fmax_ev_per_a": 1.38,
  "gap_ev": 7.2,
  "multiplicity": 1,
  "charge": 1,
  "elements": ["C", "C", "O", "C", "C", "C", "C", "C", "C", "C", "C", "C", "C", "O", "C", "C", "O", "N", "Cl", "H", "H", "H", "H", "H", "H", "H", "H", "H", "H", "H", "H", "H", "H", "H", "H", "H", "H", "H", "H", "H", "C", "C", "C", "O", "C", "H", "H", "H", "H", "H", "H", "H", "H", "C", "C", "C", "O", "C", "H", "H", "H", "H", "H", "H", "H", "H", "C", "C", "C", "O", "C", "H", "H", "H", "H", "H", "H", "H", "H", "C", "C", "C", "O", "C", "H", "H", "H", "H", "H", "H", "H", "H"],
  "xyz": [[2.62, -3.88, 4.20], [3.22, -3.04, 3.08], [2.33, -1.93, 2.79], [1.58, -2.03, 1.72], [1.24, -3.15, 1.01], [0.46, -3.08, -0.11], [-0.03, -1.86, -0.53], [0.27, -0.73, 0.19], [-0.33, 0.56, -0.28], [-1.80, 0.65, 0.23], [-1.89, 0.93, 1.73], [-3.36, 0.92, 2.20], [-3.83, -0.54, 2.31], [-5.02, -0.69, 1.52], [-5.37, -2.02, 1.37], [-6.62, -2.47, 2.07], [-4.69, -2.75, 0.70], [1.07, -0.84, 1.27], [1.47, 0.57, 2.14], [2.64, -3.26, 5.10], [3.21, -4.76, 4.43], [1.57, -4.11, 4.03], [3.53, -3.60, 2.20], [4.13, -2.58, 3.48], [1.60, -4.12, 1.35], [0.21, -3.96, -0.70], [-0.66, -1.76, -1.39], [-0.32, 0.52, -1.37], [0.26, 1.43, 0.02], [-2.26, -0.32, 0.01], [-2.32, 1.41, -0.34], [-1.39, 0.13, 2.27], [-1.41, 1.87, 2.02], [-3.42, 1.35, 3.20], [-4.01, 1.50, 1.55], [-3.99, -0.84, 3.35], [-3.07, -1.21, 1.90], [-7.14, -3.16, 1.41], [-7.28, -1.62, 2.25], [-6.38, -2.92, 3.04], [-7.60, -5.42, -0.64], [-8.04, -6.88, -0.68], [-9.32, -6.83, 0.14], [-9.89, -5.54, -0.07], [-8.93, -4.69, -0.71], [-6.92, -5.14, -1.45], [-7.10, -5.21, 0.31], [-8.26, -7.17, -1.71], [-7.30, -7.57, -0.28], [-9.12, -6.96, 1.21], [-10.04, -7.59, -0.17], [-9.25, -4.54, -1.74], [-8.91, -3.72, -0.21], [5.43, 4.25, 1.93], [5.40, 2.73, 1.85], [4.41, 2.49, 0.72], [4.53, 3.60, -0.17], [5.31, 4.63, 0.46], [6.32, 4.65, 2.40], [4.56, 4.61, 2.48], [6.39, 2.35, 1.57], [5.10, 2.24, 2.78], [3.38, 2.46, 1.09], [4.61, 1.57, 0.17], [6.29, 4.67, -0.03], [4.82, 5.60, 0.31], [4.36, 0.63, -2.76], [4.11, -0.87, -2.88], [2.93, -1.06, -1.95], [2.17, 0.15, -1.98], [2.95, 1.17, -2.64], [4.90, 1.05, -3.60], [4.93, 0.84, -1.85], [3.82, -1.12, -3.90], [4.97, -1.48, -2.61], [3.26, -1.23, -0.91], [2.29, -1.90, -2.24], [2.51, 1.35, -3.62], [2.90, 2.10, -2.06], [2.54, 6.00, -3.42], [3.20, 7.12, -4.21], [3.87, 7.93, -3.11], [4.21, 7.00, -2.07], [3.57, 5.75, -2.32], [2.33, 5.11, -4.01], [1.61, 6.35, -2.98], [3.96, 6.70, -4.88], [2.51, 7.70, -4.81], [3.18, 8.67, -2.69], [4.77, 8.44, -3.45], [4.33, 5.03, -2.64], [3.12, 5.38, -1.40]]
}

{
  "formula": "C30H53FO24",
  "method": "wB97M-V/def2-TZVPD",
  "de_lowest_kcal_mol": 0.00,
  "fmax_ev_per_a": 4.45,
  "gap_ev": 9.9,
  "multiplicity": 1,
  "charge": 0,
  "elements": ["C", "O", "C", "O", "O", "C", "H", "H", "H", "H", "H", "H", "C", "O", "C", "O", "O", "C", "H", "H", "H", "H", "H", "H", "C", "O", "C", "O", "O", "C", "H", "H", "H", "H", "H", "H", "C", "O", "C", "O", "O", "C", "H", "H", "H", "H", "H", "H", "C", "O", "C", "O", "O", "C", "H", "H", "H", "H", "H", "H", "C", "O", "C", "O", "O", "C", "H", "H", "H", "H", "H", "H", "C", "O", "C", "O", "O", "C", "H", "H", "H", "H", "H", "H", "C", "O", "C", "O", "O", "C", "H", "H", "H", "H", "H", "H", "F", "C", "C", "C", "C", "C", "C", "H", "H", "H", "H", "H"],
  "xyz": [[-3.89, 2.60, -1.74], [-3.99, 1.87, -0.50], [-3.76, 2.55, 0.59], [-3.43, 3.71, 0.65], [-3.98, 1.77, 1.64], [-3.96, 2.39, 2.98], [-2.83, 2.85, -1.92], [-4.43, 3.56, -1.68], [-4.27, 1.94, -2.54], [-4.34, 1.52, 3.55], [-4.62, 3.23, 3.05], [-2.91, 2.67, 3.22], [1.37, 5.75, -3.14], [1.43, 5.75, -1.69], [2.54, 5.22, -1.13], [3.38, 4.64, -1.78], [2.54, 5.34, 0.18], [3.72, 4.93, 0.90], [2.35, 5.97, -3.57], [0.64, 6.57, -3.40], [1.14, 4.72, -3.38], [4.30, 4.22, 0.33], [3.41, 4.42, 1.79], [4.23, 5.81, 1.18], [-3.90, -1.52, -1.57], [-4.02, -2.82, -2.12], [-3.46, -3.78, -1.35], [-3.05, -3.70, -0.23], [-3.29, -4.94, -2.02], [-2.75, -6.00, -1.26], [-3.46, -1.55, -0.58], [-4.91, -1.18, -1.46], [-3.43, -0.95, -2.36], [-1.71, -5.86, -0.93], [-2.83, -6.85, -1.97], [-3.35, -6.19, -0.39], [1.17, -4.45, -1.85], [0.54, -3.54, -0.89], [0.50, -4.05, 0.34], [0.86, -5.08, 0.74], [-0.03, -3.12, 1.17], [-0.23, -3.55, 2.56], [2.19, -4.64, -1.52], [1.10, -3.94, -2.80], [0.61, -5.42, -1.90], [0.72, -3.90, 2.97], [-1.05, -4.27, 2.53], [-0.71, -2.68, 3.05], [3.65, -1.66, -3.89], [4.54, -0.73, -3.21], [4.47, 0.54, -3.63], [3.69, 0.94, -4.52], [5.17, 1.32, -2.89], [5.38, 2.65, -3.43], [4.25, -2.55, -4.24], [3.15, -1.09, -4.63], [2.86, -2.00, -3.22], [4.40, 3.09, -3.44], [5.70, 2.63, -4.43], [6.12, 3.16, -2.86], [2.13, 0.94, 3.73], [1.96, 2.14, 2.79], [0.70, 2.45, 2.48], [-0.36, 2.01, 2.77], [0.84, 3.48, 1.62], [-0.38, 3.97, 1.08], [3.08, 1.26, 4.27], [2.38, 0.07, 3.12], [1.23, 0.89, 4.39], [-0.86, 3.34, 0.35], [-0.05, 4.90, 0.58], [-1.05, 4.24, 1.91], [2.70, 1.32, -0.43], [1.49, 0.71, 0.06], [0.91, -0.03, -0.89], [1.50, -0.33, -1.92], [-0.27, -0.49, -0.64], [-0.95, -0.29, 0.65], [3.48, 0.54, -0.34], [2.85, 2.23, 0.22], [2.45, 1.65, -1.42], [-0.32, -0.28, 1.56], [-1.75, -1.05, 0.77], [-1.47, 0.64, 0.63], [6.02, 0.12, 3.40], [6.26, -0.51, 2.11], [5.26, -1.28, 1.73], [4.35, -1.69, 2.41], [5.46, -1.56, 0.42], [4.52, -2.47, -0.17], [6.63, 1.01, 3.41], [6.39, -0.55, 4.20], [4.97, 0.42, 3.66], [4.26, -3.26, 0.52], [5.00, -2.82, -1.10], [3.67, -1.91, -0.47], [-9.85, -1.87, 0.69], [-8.51, -1.96, 0.98], [-7.70, -0.90, 1.24], [-6.36, -1.11, 1.56], [-5.82, -2.38, 1.61], [-6.70, -3.44, 1.38], [-8.03, -3.27, 1.00], [-8.20, 0.07, 1.32], [-5.70, -0.29, 1.69], [-4.77, -2.50, 1.82], [-6.26, -4.46, 1.28], [-8.69, -4.07, 0.65]]
}

{
  "formula": "C30H54BeCl5SbSi",
  "method": "wB97M-V/def2-TZVPD",
  "fmax_ev_per_a": 0.58,
  "gap_ev": 8.2,
  "multiplicity": 1,
  "charge": 0,
  "elements": ["Be", "Cl", "C", "C", "C", "Cl", "C", "Cl", "C", "Cl", "C", "Cl", "C", "C", "C", "C", "Si", "C", "C", "C", "C", "C", "C", "C", "C", "H", "H", "H", "H", "H", "H", "H", "H", "H", "H", "H", "H", "H", "H", "H", "H", "H", "H", "H", "H", "H", "H", "H", "H", "H", "H", "H", "C", "C", "C", "C", "Sb", "C", "C", "C", "C", "C", "C", "C", "C", "H", "H", "H", "H", "H", "H", "H", "H", "H", "H", "H", "H", "H", "H", "H", "H", "H", "H", "H", "H", "H", "H", "H", "H", "H", "H", "H"],
  "xyz": [[-0.33, -0.12, 0.72], [-3.89, 0.99, 0.52], [-2.80, 1.21, 1.85], [-1.49, 0.76, 1.74], [-0.72, 0.96, 2.87], [0.93, 0.37, 2.66], [-1.12, 1.55, 4.05], [-0.03, 1.73, 5.37], [-2.44, 1.99, 4.12], [-3.02, 2.75, 5.55], [-3.28, 1.82, 3.01], [-4.90, 2.38, 3.10], [0.63, -2.77, -2.19], [-0.66, -2.87, -1.36], [-1.62, -1.84, -1.96], [-1.24, -4.27, -1.60], [-0.32, -2.39, 0.50], [1.36, -3.21, 1.09], [1.49, -3.26, 2.62], [2.56, -2.38, 0.59], [1.56, -4.65, 0.59], [-1.77, -3.09, 1.61], [-3.13, -2.72, 1.02], [-1.74, -4.61, 1.79], [-1.75, -2.46, 3.02], [0.39, -2.82, -3.26], [1.33, -3.59, -1.98], [1.16, -1.84, -2.01], [-1.77, -2.05, -3.03], [-1.21, -0.83, -1.88], [-2.60, -1.84, -1.49], [-1.33, -4.45, -2.68], [-2.23, -4.39, -1.17], [-0.60, -5.06, -1.20], [1.35, -2.29, 3.09], [2.50, -3.60, 2.87], [0.79, -3.96, 3.08], [2.55, -1.37, 1.01], [2.60, -2.30, -0.49], [3.50, -2.86, 0.92], [0.74, -5.31, 0.85], [2.47, -5.07, 1.05], [1.70, -4.71, -0.49], [-3.36, -3.27, 0.11], [-3.21, -1.65, 0.80], [-3.92, -2.95, 1.74], [-1.73, -5.15, 0.85], [-2.64, -4.92, 2.34], [-0.88, -4.95, 2.37], [-2.05, -1.41, 2.99], [-0.79, -2.52, 3.53], [-2.48, -2.98, 3.65], [2.92, 2.69, -2.78], [2.13, 1.50, -2.25], [3.08, 0.50, -1.59], [1.42, 0.81, -3.42], [0.61, 1.96, -0.75], [1.52, 3.58, 0.43], [0.68, 3.83, 1.69], [2.91, 3.11, 0.87], [1.65, 4.89, -0.34], [-1.00, 2.95, -1.86], [-0.52, 3.92, -2.94], [-1.82, 1.84, -2.52], [-1.88, 3.70, -0.86], [3.53, 2.35, -3.63], [3.60, 3.09, -2.03], [2.29, 3.50, -3.14], [3.82, 0.17, -2.33], [2.56, -0.38, -1.24], [3.62, 0.93, -0.75], [2.17, 0.34, -4.07], [0.86, 1.51, -4.04], [0.74, 0.02, -3.11], [0.58, 2.94, 2.30], [-0.32, 4.20, 1.46], [1.18, 4.59, 2.29], [2.89, 2.15, 1.40], [3.34, 3.85, 1.55], [3.59, 3.02, 0.02], [0.68, 5.30, -0.62], [2.26, 4.80, -1.23], [2.13, 5.63, 0.32], [0.05, 3.43, -3.73], [0.09, 4.73, -2.54], [-1.40, 4.37, -3.41], [-1.24, 1.29, -3.27], [-2.68, 2.29, -3.03], [-2.21, 1.13, -1.80], [-1.41, 4.62, -0.51], [-2.15, 3.10, 0.00], [-2.81, 3.98, -1.36]]
}

charge of number 2 (C30H53Cl2N7)?
0

Number 2 is which compound?
C30H53Cl2N7